Model a:
H3OPS | the ωB97M-V functional and the def2-TZVPD basis

XYZ file:
```
6
Properties=species:S:1:pos:R:3:lowdin_charge:R:1
P -0.56 -0.82 0.25 0.692
O 0.78 -0.23 -0.44 -0.949
S 2.44 -0.32 0.35 0.726
H -0.74 -1.92 -0.54 -0.135
H -1.47 -0.37 -0.63 -0.134
H 2.56 0.89 0.80 -0.200
```

## Properties
HOMO level: -9.5 eV
Spin multiplicity: 1
LUMO energy: -0.47 eV
Gap between HOMO and LUMO: 0.332 hartree

***

Model b:
H3OPS | the ωB97M-V functional and the def2-TZVPD basis

XYZ file:
```
6
Properties=species:S:1:pos:R:3:lowdin_charge:R:1
O 1.07 0.45 -0.88 -0.466
P 0.06 -0.67 -0.15 0.431
S -1.35 0.49 0.91 0.335
H 1.99 0.39 -0.61 0.027
H -0.98 -1.01 -1.30 -0.043
H -0.79 0.34 2.03 -0.283
```

## Properties
HOMO level: -9.3 eV
Spin multiplicity: 1
LUMO energy: 0.73 eV
Gap between HOMO and LUMO: 0.368 hartree

***

The most stable arrangement is model b, and the next structure is 0.0763 hartree less stable.

***

Model a:
C10H12O2 | the ωB97M-V functional and the def2-TZVPD basis

XYZ file:
```
24
Properties=species:S:1:pos:R:3:lowdin_charge:R:1
C 2.28 -1.88 0.30 -0.017
O 1.77 -0.64 -0.28 -0.088
C 0.80 -0.14 0.58 -0.340
O 1.24 0.22 1.88 0.020
C -0.54 -0.26 0.39 -0.127
C -1.45 0.09 1.50 -0.018
C -2.80 0.08 1.30 -0.122
C -3.42 -0.02 0.05 -0.149
C -2.67 -0.31 -1.01 -0.119
C -1.22 -0.36 -0.97 -0.144
H 3.16 -2.06 -0.18 0.059
H 1.58 -2.72 0.14 0.115
H 2.52 -1.64 1.27 0.063
H 2.18 0.45 1.73 0.113
H -1.10 0.16 2.52 0.104
H -3.57 0.27 2.07 0.110
H -4.56 -0.25 -0.09 0.138
H -3.21 -0.44 -2.01 0.127
H -0.81 -1.32 -1.38 0.134
H -0.74 0.24 -1.71 0.112
C 3.20 2.48 -1.58 0.023
C 2.05 2.71 -1.38 0.021
H 4.09 2.12 -1.99 0.005
H 1.24 3.23 -1.14 -0.021
```

## Properties
HOMO level: -7.1 eV
Spin multiplicity: 1
LUMO energy: 0.70 eV
Gap between HOMO and LUMO: 0.287 hartree

***

Model b:
C10H12O2 | the ωB97M-V functional and the def2-TZVPD basis

XYZ file:
```
24
Properties=species:S:1:pos:R:3:lowdin_charge:R:1
C -2.36 -2.08 -0.14 0.010
C -1.41 -1.52 -0.87 -0.109
C -0.40 -0.55 -0.36 -0.157
C -0.20 -0.38 1.00 0.017
C 0.73 0.54 1.48 -0.287
O 1.04 0.78 2.77 -0.089
C 0.34 -0.06 3.71 -0.083
C 1.46 1.27 0.52 -0.016
C 1.25 1.21 -0.82 -0.009
C 0.28 0.26 -1.24 -0.234
O -0.07 0.17 -2.57 -0.117
C 0.53 1.01 -3.58 -0.047
H -3.03 -2.91 -0.39 0.060
H -2.46 -1.73 0.93 0.066
H -1.29 -1.78 -1.89 0.089
H -0.86 -0.89 1.70 0.092
H 0.32 -1.10 3.31 0.088
H 0.96 -0.01 4.68 0.121
H -0.73 0.24 3.85 0.100
H 2.10 2.08 0.87 0.120
H 1.82 1.81 -1.56 0.118
H 0.15 0.73 -4.56 0.091
H 0.19 1.99 -3.28 0.084
H 1.63 0.93 -3.56 0.090
```

## Properties
HOMO level: -7.7 eV
Spin multiplicity: 1
LUMO energy: 0.90 eV
Gap between HOMO and LUMO: 0.315 hartree

***

The most stable arrangement is model b, and the next structure is 0.1340 hartree less stable.

***

Model a:
C2H4NO3 | the ωB97M-V functional and the def2-TZVPD basis

XYZ file:
```
10
Properties=species:S:1:pos:R:3:lowdin_charge:R:1
C 1.59 -0.19 0.38 -0.106
O 0.29 -0.07 0.76 -0.067
C -0.74 0.32 -0.36 0.029
O -1.93 1.13 -0.02 0.315
N -2.03 -0.14 -0.21 -0.103
O -2.73 -1.05 -0.01 0.380
H 1.76 0.62 -0.39 0.113
H 1.87 -1.25 -0.09 0.160
H 2.10 -0.01 1.24 0.070
H -0.19 0.65 -1.29 0.210
```

## Properties
HOMO level: -16.0 eV
Spin multiplicity: 1
LUMO energy: -8.02 eV
Gap between HOMO and LUMO: 0.295 hartree
Net charge: +1

***

Model b:
C2H4NO3 | the ωB97M-V functional and the def2-TZVPD basis

XYZ file:
```
10
Properties=species:S:1:pos:R:3:lowdin_charge:R:1
C 0.25 0.58 0.25 0.193
C -0.32 -1.19 -1.09 -0.007
N 0.16 1.24 1.61 -0.326
O 1.27 1.35 2.10 0.194
O -0.94 1.54 1.99 0.215
O -0.55 -0.35 -0.03 0.100
H 0.89 0.96 -0.52 0.189
H -1.13 -0.97 -1.93 0.182
H -0.25 -2.25 -0.77 0.142
H 0.62 -0.91 -1.61 0.120
```

## Properties
HOMO level: -17.5 eV
Spin multiplicity: 1
LUMO energy: -7.97 eV
Gap between HOMO and LUMO: 0.350 hartree
Net charge: +1

***

The most stable arrangement is model b, and the next structure is 0.0650 hartree less stable.

***

Model a:
C17H27N5O3 | the ωB97M-V functional and the def2-TZVPD basis

XYZ file:
```
52
Properties=species:S:1:pos:R:3:lowdin_charge:R:1
C 3.51 1.67 4.48 -0.115
C 2.25 2.50 4.28 -0.277
C 1.53 2.16 2.99 -0.205
C 0.27 2.99 2.79 -0.144
N -0.40 2.68 1.54 -0.143
C -1.26 1.68 1.28 0.003
C -1.51 1.77 -0.07 -0.196
C -2.32 0.90 -1.00 -0.358
C -2.46 1.59 -2.35 -0.032
C -3.74 0.71 -0.45 -0.149
O -3.80 0.01 0.77 -0.117
C -3.31 -1.30 0.58 -0.175
C -1.85 -1.26 0.16 -0.121
N -1.68 -0.46 -1.06 0.062
C -0.79 -0.84 -2.02 -0.348
O -0.64 -0.28 -3.09 0.077
C 0.07 -2.08 -1.74 -0.201
O 0.72 -1.99 -0.46 -0.102
N 2.01 -2.53 -0.58 0.133
C 2.28 -2.71 -1.81 -0.315
C 3.59 -3.25 -2.25 -0.020
C 1.19 -2.26 -2.75 -0.257
C 0.87 -3.20 -3.90 -0.039
N -0.77 2.81 -0.54 0.076
N -0.10 3.35 0.43 0.049
H 4.01 1.93 5.42 0.069
H 3.28 0.61 4.51 0.073
H 4.22 1.84 3.67 0.074
H 1.57 2.35 5.13 0.109
H 2.50 3.57 4.29 0.110
H 2.20 2.33 2.13 0.122
H 1.27 1.10 2.97 0.118
H -0.43 2.83 3.60 0.128
H 0.51 4.06 2.75 0.126
H -1.66 1.04 2.06 0.129
H -3.04 2.50 -2.18 0.095
H -1.51 1.86 -2.78 0.073
H -3.00 0.95 -3.05 0.094
H -4.18 1.70 -0.28 0.142
H -4.34 0.18 -1.21 0.136
H -3.41 -1.82 1.53 0.131
H -3.91 -1.81 -0.18 0.131
H -1.24 -0.87 0.97 0.116
H -1.52 -2.28 -0.02 0.119
H -0.57 -2.98 -1.74 0.158
H 4.11 -2.53 -2.88 0.090
H 4.22 -3.47 -1.38 0.082
H 3.46 -4.16 -2.83 0.081
H 1.47 -1.28 -3.16 0.156
H 1.72 -3.31 -4.57 0.080
H 0.59 -4.19 -3.53 0.088
H 0.03 -2.80 -4.47 0.085
```

## Properties
HOMO level: -9.2 eV
Spin multiplicity: 1
LUMO energy: 0.73 eV
Gap between HOMO and LUMO: 0.364 hartree

***

Model b:
C17H27N5O3 | the ωB97M-V functional and the def2-TZVPD basis

XYZ file:
```
52
Properties=species:S:1:pos:R:3:lowdin_charge:R:1
C -5.43 -3.49 1.80 -0.116
C -4.68 -3.91 0.54 -0.276
C -3.68 -2.85 0.09 -0.204
C -2.93 -3.26 -1.17 -0.141
N -1.97 -2.25 -1.58 -0.148
C -0.67 -2.18 -1.28 -0.002
C -0.26 -1.00 -1.86 -0.221
C 1.09 -0.31 -1.83 -0.367
C 1.13 0.67 -3.00 -0.028
C 2.22 -1.34 -1.97 -0.123
O 2.25 -2.25 -0.87 -0.127
C 2.44 -1.58 0.36 -0.166
C 1.31 -0.60 0.60 -0.103
N 1.29 0.34 -0.52 0.048
C 2.00 1.50 -0.37 -0.370
O 2.65 2.03 -1.26 0.072
C 2.00 2.17 1.00 -0.193
O 0.76 1.96 1.71 -0.102
N 0.37 3.16 2.32 0.132
C 1.14 4.10 1.94 -0.312
C 1.02 5.50 2.44 -0.021
C 2.16 3.67 0.92 -0.254
C 3.58 4.18 1.14 -0.039
N -1.33 -0.42 -2.43 0.081
N -2.37 -1.19 -2.26 0.059
H -6.14 -4.26 2.11 0.069
H -4.75 -3.32 2.63 0.073
H -6.00 -2.57 1.63 0.074
H -4.16 -4.85 0.73 0.108
H -5.39 -4.11 -0.26 0.110
H -4.20 -1.91 -0.09 0.118
H -2.96 -2.66 0.89 0.118
H -2.40 -4.20 -1.03 0.128
H -3.63 -3.41 -2.00 0.127
H -0.15 -2.95 -0.73 0.134
H 0.77 0.18 -3.90 0.091
H 0.48 1.53 -2.81 0.095
H 2.13 1.03 -3.20 0.078
H 2.09 -1.93 -2.87 0.142
H 3.18 -0.82 -2.04 0.138
H 2.48 -2.33 1.15 0.129
H 3.41 -1.06 0.36 0.131
H 0.36 -1.13 0.59 0.113
H 1.32 -0.13 1.58 0.122
H 2.82 1.71 1.58 0.164
H 1.19 6.21 1.64 0.085
H 0.03 5.68 2.86 0.082
H 1.76 5.68 3.22 0.086
H 1.81 4.04 -0.05 0.158
H 3.64 5.26 1.08 0.078
H 3.96 3.88 2.12 0.088
H 4.24 3.77 0.38 0.083
```

## Properties
HOMO level: -9.0 eV
Spin multiplicity: 1
LUMO energy: 0.71 eV
Gap between HOMO and LUMO: 0.356 hartree

***

The most stable arrangement is model a, and the next structure is 0.0077 hartree less stable.

***

Model a:
H16O8Pb | the ωB97M-V functional and the def2-TZVPD basis

XYZ file:
```
25
Properties=species:S:1:pos:R:3:lowdin_charge:R:1
Pb 5.34 -4.96 -5.60 1.552
O 7.47 -4.11 -5.73 -0.123
H 7.45 -3.17 -5.56 0.080
H 8.31 -4.40 -6.12 0.114
O 6.27 -7.26 -5.72 -0.102
H 5.67 -7.69 -5.12 0.052
H 6.38 -7.84 -6.48 0.079
O 4.66 -3.14 -4.25 -0.094
H 3.70 -2.96 -4.22 0.100
H 5.00 -2.86 -3.43 0.061
O 5.40 -2.74 -6.96 -0.114
H 4.64 -2.11 -6.94 0.103
H 5.99 -2.34 -7.59 0.080
O 3.22 -4.53 -6.73 -0.091
H 3.34 -4.37 -7.62 0.028
H 2.28 -4.46 -6.54 0.104
O 6.45 -5.36 -3.41 -0.104
H 6.15 -5.34 -2.50 0.085
H 7.42 -5.30 -3.38 0.090
O 5.81 -5.44 -8.00 -0.089
H 6.44 -5.11 -8.63 0.084
H 5.50 -6.27 -8.31 0.062
O 3.55 -6.18 -4.58 -0.112
H 3.40 -6.72 -3.85 0.057
H 2.74 -6.26 -5.12 0.099
```

## Properties
HOMO level: -16.3 eV
Spin multiplicity: 1
LUMO energy: -6.08 eV
Gap between HOMO and LUMO: 0.377 hartree
Net charge: +2

***

Model b:
H16O8Pb | the ωB97M-V functional and the def2-TZVPD basis

XYZ file:
```
25
Properties=species:S:1:pos:R:3:lowdin_charge:R:1
Pb -0.17 0.19 -0.11 1.584
O -0.33 -1.32 2.17 -0.074
H -0.15 -2.26 2.26 0.086
H -0.99 -1.30 2.85 0.066
O -1.10 -2.05 -0.85 -0.091
H -0.60 -2.79 -0.52 0.067
H -0.92 -2.15 -1.78 0.065
O -1.25 0.67 -2.32 -0.100
H -0.74 1.24 -2.88 0.056
H -2.13 1.06 -2.45 0.107
O 1.19 2.10 -0.95 -0.134
H 1.31 2.58 -1.78 0.089
H 1.83 2.59 -0.36 0.104
O 0.22 1.68 1.81 -0.112
H 0.04 2.60 2.11 0.127
H 0.96 1.29 2.23 0.019
O 1.96 -0.19 0.79 -0.159
H 2.02 -0.97 1.42 0.124
H 2.51 0.59 1.04 0.110
O 1.19 -0.90 -1.83 -0.127
H 1.68 -1.53 -1.23 0.087
H 1.18 -1.31 -2.68 0.085
O -2.40 0.04 0.68 -0.121
H -2.47 0.80 1.26 0.065
H -2.86 -0.65 1.13 0.079
```

## Properties
HOMO level: -16.7 eV
Spin multiplicity: 1
LUMO energy: -6.55 eV
Gap between HOMO and LUMO: 0.374 hartree
Net charge: +2

***

The most stable arrangement is model a, and the next structure is 0.0166 hartree less stable.